# 1
A structure of composition C8H13BN2Tl. Source: the OMol25 dataset; level of theory: ωB97M-V with the def2-TZVPD basis set.

CARTESIAN COORDINATES (ANGSTROEM)
Tl -0.368 -0.761 0.408
N -2.669 -0.783 0.398
N 0.221 0.376 2.123
C 1.461 -1.798 -0.786
C -1.207 1.424 -0.917
C -0.526 0.810 -2.007
C 0.872 0.945 -1.776
C 0.140 0.304 3.297
C 0.263 -2.378 -0.869
C -0.222 1.932 -0.021
C 1.056 1.636 -0.553
B 0.051 0.150 4.770
H 1.824 -1.331 -1.708
H 1.667 0.544 -2.420
H -0.436 2.467 0.930
H -0.182 -2.806 0.039
H -2.303 1.517 -0.794
H -0.497 -1.986 -1.562
H -2.470 -0.701 -0.676
H 2.174 -2.193 -0.040
H 0.026 1.319 5.171
H -0.980 -0.465 4.966
H -0.993 0.330 -2.880
H 2.028 1.905 -0.097
H 1.070 -0.456 5.078

As for the net charge: -1. Its HOMO-LUMO gap (spin up / spin down) is 5.95 / 5.95 eV. The energy above the lowest of the compared OMol25 structures with the same formula, charge and spin comes out at 6.0 kcal per mole. The calculation puts the highest occupied orbital energy (spin up / spin down) at -3.50 / -3.50 eV.

Results of the Löwdin charge analysis, in e, for atoms 1 through 6:
1. Tl 0.907
2. N -0.276
3. N 0.017
4. C -0.116
5. C -0.268
6. C -0.240

=====

# 2
The molecule C4HNO. Source: the OMol25 dataset; level of theory: ωB97M-V with the def2-TZVPD basis set.

CARTESIAN COORDINATES (ANGSTROEM)
O 0.755 1.940 0.015
N 2.479 -0.925 0.051
C 0.490 0.789 -0.061
C -1.721 -0.621 -0.040
C -0.863 0.213 0.104
C 1.517 -0.282 -0.069
H -2.658 -1.113 0.000

Its SMILES is C#CC(=O)C#N. Its HOMO-LUMO gap is 10.62 eV. The energy above the lowest of the compared OMol25 structures with the same formula, charge and spin comes out at 9.8 kcal per mole. The calculation puts the highest occupied orbital energy at -11.78 eV.

Results of the Löwdin charge analysis, in e, for atoms 1 through 6:
1. O 0.161
2. N 0.186
3. C -0.432
4. C 0.169
5. C -0.019
6. C -0.108

=====

# 3
A cluster of 2 separate species, C45H49N4O2 in total. Source: the OMol25 dataset; level of theory: ωB97M-V with the def2-TZVPD basis set.

CARTESIAN COORDINATES (ANGSTROEM)
O -6.353 1.653 2.064
O 0.215 -0.989 1.534
N 3.727 1.354 0.738
N -4.809 -4.515 0.698
N 3.001 0.202 1.010
N 1.771 1.424 -0.312
C 3.582 -0.726 1.931
C -2.578 3.086 -3.605
C 3.779 -2.081 1.596
C 4.762 -2.461 3.792
C -6.950 -1.647 0.647
C 0.759 -0.787 0.409
C 0.539 -1.147 -2.101
C 2.327 4.498 -0.535
C -1.434 2.680 -2.734
C 2.311 2.288 -3.086
C -6.077 0.419 1.559
C 1.882 -1.002 -2.519
C 2.657 5.670 -1.213
C -0.575 2.009 -0.558
C 4.052 1.244 3.462
C 3.945 5.838 -1.739
C 3.514 -2.604 0.226
C 2.960 2.101 -0.006
C 0.953 2.290 -2.450
C -0.148 -0.825 -4.427
C -7.166 -0.364 1.106
C 4.312 -2.939 2.560
C -4.761 -0.110 1.482
C 3.288 3.460 -0.437
C 4.675 -1.090 4.043
C 4.107 -0.204 3.127
C -1.648 2.306 -1.406
C -5.425 -3.523 0.089
C -4.932 -5.885 0.167
C -5.636 -2.191 0.594
C 5.332 -3.376 4.828
C -0.809 1.837 0.911
C 4.637 3.728 -0.775
C 1.876 0.185 0.280
C -5.234 2.434 2.560
C 0.701 1.921 -1.122
C -0.134 2.690 -3.235
C -4.551 -1.396 1.017
C 4.945 4.893 -1.476
C -0.982 -2.337 -0.421
C 1.186 -0.749 -4.830
C -4.248 -4.404 2.053
C 2.194 -0.864 -3.871
C -0.472 -1.066 -3.103
C 0.170 -1.455 -0.752
H 3.831 -3.652 0.154
H 2.675 -1.058 -1.774
H -1.775 -1.726 0.041
H -3.540 -1.786 0.945
H -2.656 2.289 -0.991
H 1.905 6.452 -1.332
H -3.518 3.049 -3.051
H 4.060 -2.049 -0.549
H 3.041 1.682 -2.540
H -5.673 3.348 2.953
H 1.341 4.364 -0.086
H 3.237 -0.829 -4.180
H 5.266 -4.420 4.513
H -4.539 2.678 1.747
H -4.939 -3.868 2.722
H 5.966 5.061 -1.812
H 2.716 3.309 -3.164
H 5.402 2.993 -0.519
H 6.387 -3.160 5.030
H 0.056 2.998 -4.264
H -4.553 -5.932 -0.861
H 3.023 1.570 3.675
H 1.436 -0.605 -5.882
H -2.450 4.105 -3.988
H 4.806 -3.279 5.784
H -4.082 -5.415 2.410
H -0.678 -3.119 0.296
H -1.033 0.799 1.184
H 0.052 2.164 1.512
H -6.007 -3.824 -0.789
H 4.653 1.417 4.362
H 2.251 1.884 -4.105
H -2.669 2.425 -4.473
H 5.042 -0.690 4.985
H -5.988 -6.193 0.163
H -8.161 0.074 1.154
H -3.287 -3.874 2.039
H -1.681 2.426 1.226
H 2.445 -2.567 -0.013
H -4.348 -6.561 0.796
H -0.947 -0.697 -5.161
H -7.798 -2.256 0.336
H 4.454 1.868 2.651
H 4.385 -4.007 2.351
H -4.707 1.901 3.360
H 4.175 6.724 -2.329
H -3.906 0.491 1.803
H -1.394 -2.823 -1.311
H -1.518 -1.156 -2.791

As for the net charge: +1. Its HOMO-LUMO gap is 4.05 eV. The calculation puts the highest occupied orbital energy at -8.00 eV.

Results of the Löwdin charge analysis, in e, for atoms 1 through 6:
1. O -0.060
2. O -0.064
3. N 0.196
4. N -0.125
5. N 0.071
6. N 0.148

=====

Per-record strongest force on any atom, eV/Å: 6.331; 2.409; 4.683